(1)
# C4H8N3

The ion C4H8N3 with charge +1 (the ωB97M-V functional and the def2-TZVPD basis, the OMol25 dataset).

For the energy above the lowest of the compared OMol25 structures with the same formula, charge and spin, the calculation gives 208.2 kJ/mol. Its LUMO energy is -3.87 eV. The HOMO energy is -14.55 eV. The total charge is +1. Its largest force on an atom is 4.1 eV Å⁻¹. The value obtained for the gap between HOMO and LUMO is 10.675 eV. Its SMILES is Cc1n[n+](C)c[nH]1.

Each line ends with the Löwdin charge.
Atoms and positions in Å:
C (0.665, -1.276, 0.158)  0.033
C (-1.091, 0.068, 0.068)  -0.256
C (-2.422, 0.654, -0.046)  -0.008
C (2.378, 0.521, 0.039)  0.014
N (0.038, 0.889, 0.086)  0.190
N (-0.657, -1.242, -0.037)  0.180
N (1.037, 0.049, 0.120)  -0.179
H (1.397, -2.017, -0.023)  0.154
H (-2.615, 1.319, 0.899)  0.144
H (-2.320, 1.255, -0.913)  0.074
H (-3.285, -0.088, -0.303)  0.133
H (2.930, -0.106, -0.640)  0.099
H (2.321, 1.611, -0.218)  0.131
H (2.886, 0.392, 0.991)  0.107
H (-1.262, -2.028, -0.182)  0.182

=====

(2)
# C31H63BN4O2SSi

A structure of composition C31H63BN4O2SSi (the ωB97M-V functional and the def2-TZVPD basis, the OMol25 dataset).

Its LUMO energy is -0.78 eV. The HOMO energy is -8.15 eV. Its largest force on an atom is 4.6 eV Å⁻¹. The value obtained for the gap between HOMO and LUMO is 7.367 eV.

Each line ends with the Löwdin charge.
Atoms and positions in Å:
C (4.040, 5.631, -1.967)  -0.127
C (4.301, 5.217, -0.450)  -0.164
B (2.938, 5.027, 0.430)  -0.472
O (1.990, 6.060, 0.399)  0.107
C (2.825, 3.679, 1.304)  -0.027
C (1.880, 2.490, 0.972)  -0.108
Si (0.768, 2.586, -0.564)  0.564
C (-0.591, 3.918, -0.243)  -0.176
C (-0.167, 1.009, -1.052)  -0.196
C (1.704, 3.131, -2.165)  -0.168
C (1.917, 1.372, 1.941)  -0.125
C (1.002, 0.116, 1.799)  -0.163
C (1.607, -0.977, 0.782)  -0.192
C (2.020, -2.342, 1.539)  -0.178
C (2.641, -3.282, 0.391)  -0.207
C (4.088, -3.837, 0.742)  -0.147
C (4.938, -4.013, -0.598)  -0.240
O (5.991, -3.039, -0.684)  -0.220
C (6.677, -3.130, -1.932)  -0.134
C (2.829, 1.369, 3.151)  -0.243
N (2.955, 0.408, 4.146)  -0.248
S (4.082, 0.990, 5.238)  0.951
N (4.561, 2.475, 4.594)  -0.225
C (3.754, 2.524, 3.466)  -0.303
C (3.710, 3.653, 2.482)  -0.128
C (4.686, 4.877, 2.750)  -0.052
H (4.285, 4.728, -2.602)  0.075
H (2.979, 5.970, -2.095)  0.058
H (4.744, 6.449, -2.304)  0.075
H (4.916, 6.027, 0.054)  0.104
H (4.913, 4.276, -0.404)  0.104
H (2.385, 6.848, -0.027)  0.114
H (-1.228, 4.066, -1.161)  0.039
H (-1.202, 3.555, 0.643)  0.042
H (-0.164, 4.910, 0.064)  0.020
H (-0.942, 0.659, -0.315)  0.027
H (0.565, 0.211, -1.354)  0.034
H (-0.747, 1.257, -1.998)  0.042
H (2.770, 2.783, -2.036)  0.043
H (1.237, 2.679, -3.088)  0.047
H (1.711, 4.251, -2.207)  0.021
H (0.991, -0.416, 2.802)  0.101
H (-0.071, 0.361, 1.582)  0.091
H (0.861, -1.283, -0.003)  0.078
H (2.555, -0.543, 0.366)  0.119
H (2.729, -2.155, 2.386)  0.101
H (1.074, -2.867, 1.865)  0.096
H (1.928, -4.123, 0.145)  0.097
H (2.737, -2.676, -0.558)  0.099
H (4.613, -3.165, 1.473)  0.115
H (3.932, -4.880, 1.156)  0.111
H (5.358, -5.067, -0.689)  0.124
H (4.267, -3.878, -1.506)  0.115
H (7.267, -2.193, -2.146)  0.095
H (5.985, -3.275, -2.815)  0.089
H (7.341, -4.042, -1.893)  0.093
H (5.120, 4.735, 3.781)  0.071
H (5.527, 4.830, 2.008)  0.083
H (4.146, 5.862, 2.767)  0.091
C (-4.616, -6.285, -0.574)  -0.092
C (-3.911, -4.982, -0.218)  -0.275
N (-2.903, -5.130, 0.821)  -0.194
C (-2.439, -3.858, 1.362)  -0.243
C (-1.692, -2.915, 0.417)  -0.084
C (-1.862, -6.117, 0.571)  -0.245
C (-1.015, -5.956, -0.694)  -0.081
H (-5.047, -6.754, 0.314)  0.080
H (-5.429, -6.085, -1.276)  0.072
H (-3.941, -6.997, -1.053)  0.064
H (-4.680, -4.286, 0.136)  0.117
H (-3.492, -4.544, -1.135)  0.098
H (-1.813, -4.046, 2.240)  0.112
H (-3.311, -3.322, 1.752)  0.109
H (-0.675, -3.258, 0.221)  0.040
H (-1.606, -1.927, 0.880)  0.066
H (-2.210, -2.784, -0.535)  0.070
H (-2.331, -7.106, 0.539)  0.101
H (-1.195, -6.166, 1.437)  0.115
H (-1.618, -5.726, -1.575)  0.069
H (-0.486, -6.890, -0.901)  0.074
H (-0.257, -5.181, -0.580)  0.040
C (-3.910, 1.626, -3.097)  -0.089
C (-4.295, 1.098, -1.720)  -0.274
N (-4.430, 2.136, -0.710)  -0.192
C (-4.510, 1.614, 0.648)  -0.253
C (-5.722, 0.752, 1.009)  -0.086
C (-5.357, 3.217, -1.020)  -0.249
C (-6.813, 2.846, -1.312)  -0.085
H (-2.999, 2.229, -3.046)  0.067
H (-3.720, 0.790, -3.774)  0.074
H (-4.704, 2.230, -3.541)  0.065
H (-3.504, 0.407, -1.410)  0.106
H (-5.213, 0.501, -1.816)  0.099
H (-4.445, 2.445, 1.357)  0.112
H (-3.608, 1.019, 0.831)  0.099
H (-6.622, 1.353, 1.134)  0.055
H (-5.542, 0.250, 1.964)  0.071
H (-5.917, -0.025, 0.267)  0.066
H (-4.967, 3.763, -1.885)  0.101
H (-5.337, 3.952, -0.210)  0.115
H (-6.900, 1.991, -1.986)  0.067
H (-7.314, 3.689, -1.794)  0.072
H (-7.367, 2.627, -0.400)  0.054

=====

(3)
# C3H8NO3PdS

A structure of composition C3H8NO3PdS (the ωB97M-V functional and the def2-TZVPD basis, the OMol25 dataset).

Its LUMO energy is -8.59 eV. The HOMO energy is -13.56 eV. The total charge is +1. Its largest force on an atom is 2.2 eV Å⁻¹. The value obtained for the gap between HOMO and LUMO is 4.977 eV.

Each line ends with the Löwdin charge.
Atoms and positions in Å:
C (-1.489, -0.685, 2.333)  -0.058
O (-0.352, 0.003, 1.803)  -0.156
C (0.546, -0.842, 1.156)  -0.289
N (0.163, -0.888, -0.271)  -0.010
S (0.696, 0.334, -1.056)  0.553
C (-0.060, 0.410, -2.668)  -0.096
O (2.124, 0.225, -1.246)  -0.237
O (0.469, 1.640, -0.361)  -0.332
H (-1.179, -1.293, 3.179)  0.097
H (-2.039, -1.249, 1.587)  0.095
H (-2.145, 0.079, 2.732)  0.095
H (0.607, -1.838, 1.581)  0.140
H (1.532, -0.386, 1.241)  0.120
H (0.717, 0.174, -3.383)  0.079
H (-0.368, 1.439, -2.829)  0.068
H (-0.935, -0.222, -2.740)  0.083
Pd (1.713, 3.099, -1.058)  0.850

=====

(4)
# CH4ClNOS

A cluster of 2 separate species, CH4ClNOS in total (the ωB97M-V functional and the def2-TZVPD basis, the OMol25 dataset).

For the energy above the lowest of the compared OMol25 structures with the same formula, charge and spin, the calculation gives 322.0 kJ/mol. Its LUMO energy (alpha / beta) is -0.49 / -0.11 eV. The HOMO energy (alpha / beta) is -8.72 / -8.06 eV. Its largest force on an atom is 2.4 eV Å⁻¹. The value obtained for the gap between HOMO and LUMO (alpha / beta) is 8.228 / 7.947 eV.

Each line ends with the Löwdin charge.
Atoms and positions in Å:
C (1.804, 1.393, -0.328)  -0.511
N (-1.489, -1.829, 0.466)  -0.275
O (-0.774, 0.088, -1.260)  -0.573
S (-1.109, -0.159, 0.145)  0.825
Cl (0.977, 2.879, -0.515)  0.521
H (1.327, 0.817, 0.470)  -0.056
H (2.891, 1.398, -0.161)  0.010
H (-1.887, -2.518, -0.201)  0.062
H (-1.740, -2.069, 1.385)  -0.003

=====

(5)
# C5H10NO2

An isolated molecule of C5H10NO2 (the ωB97M-V functional and the def2-TZVPD basis, the OMol25 dataset).

For the energy above the lowest of the compared OMol25 structures with the same formula, charge and spin, the calculation gives 257.4 kJ/mol. Its LUMO energy (alpha / beta) is 0.70 / -2.17 eV. Its spin multiplicity is 2. The HOMO energy (alpha / beta) is -9.18 / -9.07 eV. Its largest force on an atom is 5.5 eV Å⁻¹. The value obtained for the gap between HOMO and LUMO (alpha / beta) is 9.885 / 6.904 eV. The expectation value of S² is 0.76.

Each line ends with the Mulliken spin population.
Atoms and positions in Å:
C (1.000, -0.627, -2.008)  0.011
O (2.135, -0.377, -2.463)  0.667
C (0.521, 0.032, -0.501)  0.073
C (-0.650, -0.628, 0.275)  0.010
C (-0.947, 0.299, 1.534)  0.006
C (-1.880, 1.459, 1.213)  0.001
O (-2.414, 2.099, 2.144)  0.000
N (1.799, -0.209, 0.213)  0.033
H (0.109, -0.275, -2.575)  0.170
H (0.644, -1.689, -2.046)  0.036
H (0.429, 1.176, -0.487)  -0.006
H (-1.597, -0.746, -0.334)  -0.004
H (-0.196, -1.655, 0.526)  0.003
H (-0.110, 0.818, 2.043)  0.000
H (-1.339, -0.401, 2.301)  0.000
H (-2.041, 1.805, 0.220)  0.000
H (2.526, 0.133, -0.426)  -0.001
H (2.009, -1.215, 0.370)  0.000

=====

(6)
# BrHOS

An isolated molecule of BrHOS (the ωB97M-V functional and the def2-TZVPD basis, the OMol25 dataset).

For the energy above the lowest of the compared OMol25 structures with the same formula, charge and spin, the calculation gives 55.3 kJ/mol. Its LUMO energy is -2.12 eV. The HOMO energy is -9.72 eV. Its largest force on an atom is 3.2 eV Å⁻¹. The value obtained for the gap between HOMO and LUMO is 7.600 eV. Its SMILES is OSBr.

Each line ends with the Löwdin charge.
Atoms and positions in Å:
O (0.479, 0.463, 0.582)  -0.525
S (1.612, 1.349, -0.094)  0.549
Br (3.730, -0.229, 0.010)  -0.026
H (-0.032, 0.180, -0.149)  0.002